The following is a quantum chemistry calculation of 2 unconnected molecules or ions with the total composition C3H4N2O2S at a distorted geometry, from OMol25.

XYZ file:
```
12
Properties=species:S:1:pos:R:3:forces:R:3:nbo_charge:R:1
C -1.352 -3.203 -0.093 -0.30 0.73 0.00 -0.067
C 0.448 1.822 -0.326 0.15 -0.05 -0.06 -0.392
C 0.894 0.673 0.147 0.15 0.06 -0.24 -0.364
N 2.016 -1.562 0.242 -0.53 -0.64 0.47 -0.163
N -1.750 -2.130 -0.228 0.66 -1.53 -0.05 0.222
O -2.123 -1.034 -0.457 -0.56 1.51 -0.12 -0.404
O 2.739 -2.524 0.118 0.54 -1.03 0.02 -0.210
S 2.369 -0.097 -0.441 -0.14 1.48 -0.32 0.475
H -1.052 -4.155 0.213 0.24 -0.69 0.19 0.250
H 0.973 2.340 -1.111 0.05 0.13 -0.16 0.199
H -0.456 2.273 0.042 -0.14 0.01 0.16 0.219
H 0.403 0.093 0.913 -0.12 0.03 0.11 0.233
```
Positions in Å, forces in eV/Å.

Summary:
charge = 0
Kohn-Sham gap (alpha / beta) = 8.56 / 7.77 eV
spin multiplicity = 3
energy relative to the best compared isomer or geometry (same formula, charge and spin) = 73.74 kcal/mol
HOMO level (alpha / beta) = -7.7 / -9.2 eV